The following is a quantum chemistry calculation of 5 unconnected molecules or ions with the total composition C43H101ClN5S, from the Open Molecules 2025 dataset.

Output
Gap between HOMO and LUMO, Eh: 0.2032
Net charge: +1
Highest occupied orbital energy, eV: -9.36
Maximum force, eV/A: 0.83
Calculated total energy, eV: -77029.502

Each line ends with the Löwdin charge.
Element x y z (Å)
C: 4.622 -1.202 1.714  -0.115
C: 5.996 -0.631 1.313  -0.249
C: 6.356 -0.940 -0.146  -0.213
C: 5.561 -0.106 -1.178  -0.206
C: 4.903 -0.961 -2.271  -0.207
C: 3.584 -1.577 -1.786  -0.204
C: 3.219 -2.941 -2.392  -0.186
C: 1.723 -3.130 -2.681  -0.216
C: 1.192 -4.513 -2.282  -0.201
C: 1.156 -4.742 -0.758  -0.203
C: 0.125 -5.768 -0.256  -0.184
C: -1.319 -5.284 -0.029  -0.188
C: -1.977 -4.456 -1.139  -0.182
C: -1.461 -2.998 -1.217  -0.265
C: -2.607 -2.030 -0.972  -0.351
S: -2.123 -0.290 -0.713  0.778
Cl: -0.301 -0.192 -1.513  0.454
N: -3.045 0.574 -1.768  -0.293
C: -3.919 1.601 -1.130  -0.213
C: -5.030 1.019 -0.243  -0.214
C: -5.109 1.646 1.151  -0.243
C: -4.091 1.078 2.149  -0.100
H: 4.642 -1.616 2.723  0.062
H: 4.311 -2.000 1.039  0.046
H: 3.853 -0.426 1.701  0.072
H: 6.766 -1.041 1.971  0.102
H: 5.991 0.453 1.455  0.105
H: 6.173 -2.006 -0.329  0.108
H: 7.425 -0.778 -0.299  0.107
H: 6.221 0.630 -1.642  0.105
H: 4.775 0.458 -0.661  0.105
H: 4.718 -0.346 -3.155  0.108
H: 5.586 -1.768 -2.555  0.111
H: 3.654 -1.684 -0.703  0.076
H: 2.765 -0.867 -1.965  0.090
H: 3.539 -3.733 -1.708  0.107
H: 3.794 -3.087 -3.311  0.114
H: 1.506 -2.941 -3.736  0.117
H: 1.168 -2.376 -2.105  0.034
H: 1.837 -5.277 -2.731  0.122
H: 0.205 -4.666 -2.722  0.090
H: 1.045 -3.784 -0.237  0.093
H: 2.139 -5.111 -0.450  0.110
H: 0.480 -6.143 0.709  0.096
H: 0.127 -6.634 -0.927  0.120
H: -1.373 -4.722 0.913  0.104
H: -1.947 -6.168 0.122  0.113
H: -3.056 -4.452 -0.953  0.081
H: -1.854 -4.935 -2.111  0.118
H: -0.696 -2.842 -0.458  0.085
H: -1.027 -2.795 -2.194  0.091
H: -3.116 -2.254 -0.028  0.103
H: -3.343 -2.036 -1.779  0.087
H: -3.585 -0.063 -2.347  0.098
H: -4.327 2.164 -1.969  0.129
H: -3.274 2.281 -0.570  0.119
H: -5.990 1.178 -0.742  0.117
H: -4.920 -0.068 -0.164  0.076
H: -4.945 2.722 1.044  0.113
H: -6.117 1.494 1.537  0.111
H: -3.151 1.633 2.139  0.072
H: -4.475 1.120 3.167  0.077
H: -3.871 0.027 1.929  0.057
C: 0.421 3.466 -1.675  -0.110
C: 1.822 3.560 -2.263  -0.276
N: 1.865 4.339 -3.484  -0.200
C: 3.101 4.176 -4.234  -0.248
C: 4.406 4.645 -3.583  -0.081
C: 1.352 5.697 -3.377  -0.240
C: 1.972 6.614 -2.316  -0.080
H: -0.287 3.124 -2.435  0.072
H: 0.417 2.754 -0.846  0.047
H: 0.069 4.421 -1.284  0.066
H: 2.169 2.553 -2.519  0.111
H: 2.507 3.928 -1.484  0.105
H: 2.974 4.683 -5.193  0.113
H: 3.194 3.110 -4.468  0.107
H: 4.478 5.731 -3.542  0.058
H: 5.255 4.284 -4.167  0.072
H: 4.517 4.256 -2.570  0.065
H: 0.277 5.638 -3.189  0.101
H: 1.445 6.160 -4.361  0.117
H: 2.040 6.126 -1.342  0.058
H: 1.350 7.502 -2.192  0.070
H: 2.968 6.954 -2.594  0.060
C: 1.877 10.202 0.081  -0.089
C: 1.989 10.267 1.596  -0.273
N: 1.083 9.355 2.271  -0.203
C: 0.929 9.627 3.690  -0.251
C: 2.156 9.471 4.594  -0.084
C: 1.211 7.959 1.895  -0.251
C: 2.584 7.291 2.058  -0.080
H: 0.841 10.331 -0.235  0.081
H: 2.473 10.999 -0.366  0.075
H: 2.245 9.257 -0.321  0.051
H: 1.728 11.276 1.927  0.119
H: 3.042 10.115 1.881  0.104
H: 0.123 8.990 4.065  0.110
H: 0.565 10.655 3.778  0.110
H: 2.428 8.426 4.744  0.054
H: 1.943 9.895 5.576  0.071
H: 3.024 9.995 4.193  0.067
H: 0.905 7.857 0.849  0.093
H: 0.468 7.396 2.467  0.112
H: 3.387 7.899 1.639  0.068
H: 2.589 6.335 1.529  0.062
H: 2.817 7.086 3.101  0.054
C: 2.218 -4.657 7.001  -0.087
C: 1.707 -3.905 5.782  -0.273
N: 2.334 -4.340 4.545  -0.196
C: 2.115 -3.441 3.432  -0.252
C: 0.679 -3.256 2.918  -0.079
C: 2.230 -5.761 4.252  -0.239
C: 0.827 -6.377 4.179  -0.076
H: 3.307 -4.625 7.042  0.082
H: 1.825 -4.200 7.910  0.075
H: 1.905 -5.702 7.001  0.066
H: 1.941 -2.843 5.899  0.118
H: 0.608 -3.977 5.756  0.102
H: 2.747 -3.772 2.602  0.107
H: 2.499 -2.460 3.727  0.103
H: 0.318 -4.135 2.383  0.032
H: 0.650 -2.412 2.222  0.062
H: -0.017 -3.039 3.729  0.070
H: 2.801 -6.303 5.008  0.105
H: 2.755 -5.936 3.309  0.113
H: 0.218 -6.095 5.039  0.068
H: 0.905 -7.465 4.179  0.076
H: 0.289 -6.088 3.276  0.041
C: -6.405 -2.174 -1.225  -0.103
C: -7.404 -3.133 -1.852  -0.262
N: -6.828 -3.885 -2.953  -0.199
C: -7.821 -4.561 -3.777  -0.243
C: -8.655 -5.669 -3.129  -0.079
C: -5.633 -4.649 -2.638  -0.245
C: -5.701 -5.659 -1.487  -0.070
H: -5.949 -1.543 -1.995  0.072
H: -6.903 -1.530 -0.499  0.076
H: -5.614 -2.711 -0.695  0.055
H: -8.239 -2.558 -2.258  0.123
H: -7.825 -3.769 -1.058  0.109
H: -7.304 -4.962 -4.652  0.113
H: -8.498 -3.790 -4.155  0.112
H: -8.073 -6.572 -2.946  0.058
H: -9.475 -5.942 -3.794  0.075
H: -9.095 -5.348 -2.183  0.069
H: -4.825 -3.940 -2.420  0.075
H: -5.327 -5.158 -3.555  0.120
H: -6.145 -5.224 -0.590  0.071
H: -4.693 -5.992 -1.227  0.058
H: -6.277 -6.545 -1.748  0.062